No. 1
The following is a quantum chemistry calculation of a cluster of 5 separate species, C27H30BN5O11PS in total, from the OMol25 dataset.

Geometry as XYZ:
```
76
Properties=species:S:1:pos:R:3:lowdin_charge:R:1
C -3.953 6.716 4.862 -0.10
N -3.515 5.679 3.914 -0.15
C -2.197 5.974 3.338 -0.13
B -3.637 4.303 4.456 -0.71
O -4.995 3.858 4.691 0.04
C -2.472 3.297 4.735 -0.22
P -1.636 3.581 6.314 0.19
O 0.010 3.282 6.070 -0.31
O -1.725 5.157 6.869 -0.26
S -2.256 2.350 7.714 0.10
H -3.396 7.646 4.669 0.08
H -3.783 6.371 5.901 0.08
H -5.040 6.907 4.798 0.07
H -1.803 5.091 2.824 0.07
H -1.511 6.340 4.127 0.07
H -2.335 6.773 2.577 0.08
H -5.454 4.150 3.903 0.06
H -2.931 2.299 4.845 0.00
H 0.121 2.929 5.188 0.01
H -1.154 5.744 6.368 0.04
C 4.721 0.474 3.609 -0.08
C 4.020 1.476 4.269 -0.06
C 3.015 2.170 3.612 0.00
C 2.721 1.846 2.295 -0.14
C 3.418 0.853 1.625 0.00
C 4.424 0.165 2.287 -0.06
N 1.648 2.557 1.601 -0.36
O 1.072 3.434 2.201 0.09
O 1.399 2.229 0.458 0.07
H 5.502 -0.070 4.127 0.10
H 4.254 1.715 5.298 0.11
H 2.474 2.948 4.133 0.12
H 3.189 0.606 0.601 0.08
H 4.971 -0.614 1.773 0.10
C 3.064 1.476 -5.147 -0.07
C 1.961 1.185 -4.354 -0.06
C 2.116 0.438 -3.197 0.00
C 3.381 -0.009 -2.846 -0.15
C 4.489 0.270 -3.631 0.00
C 4.326 1.016 -4.788 -0.07
N 3.544 -0.777 -1.616 -0.35
O 2.548 -1.021 -0.970 0.06
O 4.664 -1.125 -1.305 0.08
H 2.941 2.065 -6.047 0.11
H 0.981 1.544 -4.636 0.11
H 1.255 0.215 -2.583 0.12
H 5.473 -0.084 -3.355 0.12
H 5.182 1.242 -5.409 0.11
C 0.806 -6.065 -1.874 -0.07
C 1.069 -6.634 -3.115 -0.07
C 1.389 -5.827 -4.196 -0.01
C 1.445 -4.451 -4.018 -0.15
C 1.178 -3.872 -2.784 0.01
C 0.856 -4.686 -1.708 -0.08
N 1.806 -3.597 -5.147 -0.36
O 2.022 -4.128 -6.216 0.07
O 1.873 -2.404 -4.950 0.07
H 0.561 -6.699 -1.031 0.11
H 1.028 -7.708 -3.239 0.10
H 1.593 -6.274 -5.159 0.11
H 1.219 -2.799 -2.648 0.11
H 0.651 -4.249 -0.745 0.11
C -5.489 -3.604 -3.983 -0.07
C -4.646 -2.568 -3.601 -0.06
C -3.588 -2.815 -2.739 0.01
C -3.386 -4.105 -2.271 -0.14
C -4.225 -5.146 -2.639 0.00
C -5.282 -4.890 -3.500 -0.07
N -2.259 -4.373 -1.381 -0.34
O -1.557 -3.439 -1.065 0.08
O -2.087 -5.515 -1.011 0.08
H -6.311 -3.408 -4.661 0.11
H -4.811 -1.567 -3.978 0.11
H -2.935 -2.006 -2.444 0.12
H -4.067 -6.149 -2.268 0.12
H -5.943 -5.693 -3.797 0.11
```

Its charge is -1. For the strongest force on any atom, the calculation gives 2.31 eV/Å. Its gap between HOMO and LUMO is 3.83 eV. The calculation puts the HOMO energy at -3.20 eV.


No. 2
The following is a quantum chemistry calculation of a cluster of 2 separate species, CH4I2N3 in total, from the OMol25 dataset.

Geometry as XYZ:
```
10
Properties=species:S:1:pos:R:3:lowdin_charge:R:1
C -0.224 -0.288 -0.096 -0.36
N 0.617 0.672 -0.323 0.16
N 0.463 -1.967 0.766 -0.50
N -1.521 -0.379 -0.146 -0.44
I 2.244 -2.242 -0.068 0.93
I -2.712 -1.995 -0.017 1.01
H 1.520 0.194 -0.433 0.01
H 0.489 1.618 -0.720 0.17
H 0.683 -1.840 1.718 -0.05
H -1.954 0.423 -0.535 0.07
```

Its charge is +1. For the strongest force on any atom, the calculation gives 4.95 eV/Å. As for the energy above the lowest of the compared OMol25 structures with the same formula, charge and spin: 64.0 kcal per mole. Its gap between HOMO and LUMO is 8.16 eV. The calculation puts the HOMO energy at -13.30 eV.


No. 3
The following is a quantum chemistry calculation of an isolated molecule of C4H6N2, from the OMol25 dataset.

Geometry as XYZ:
```
12
Properties=species:S:1:pos:R:3:lowdin_charge:R:1
C -0.555 0.965 -0.610 -0.01
C -1.570 -0.697 0.481 -0.25
C 0.456 -0.134 0.101 -0.30
C 1.952 -0.196 0.014 -0.09
N -0.319 -1.063 0.673 0.05
N -1.752 0.429 -0.255 -0.02
H -0.175 1.685 -1.248 0.06
H -2.455 -1.361 0.877 0.15
H 2.246 -1.287 0.350 0.11
H 2.445 0.234 -0.861 0.06
H 2.330 0.418 0.887 0.08
H -2.604 1.007 -0.411 0.17
```

For the strongest force on any atom, the calculation gives 8.63 eV/Å. As for the energy above the lowest of the compared OMol25 structures with the same formula, charge and spin: 44.5 kcal per mole. Its gap between HOMO and LUMO is 8.58 eV. The calculation puts the HOMO energy at -7.66 eV. The SMILES is Cc1c[nH]cn1.


no.,DFT total energy (a.u.)
1,-2912.4758
2,-799.7760
3,-265.4646